(1)
Entry from OMol25: a single C4H7NO molecule (wB97M-V/def2-TZVPD).

Values from the calculation:
**HOMO**: -9.60 eV
**Net charge**: 0
**Electronic energy**: -286.5203 a.u.
**ΔE to the lowest compared entry with this formula, charge and spin**: 292.3 kJ/mol
**F_max**: 0.006 Eh/bohr
**HOMO-LUMO gap**: 10.75 eV
**SMILES string**: C1N[C@H]1[C@H]1CO1

```
13
Properties=species:S:1:pos:R:3:forces:R:3
C 1.450 0.553 -0.953 0.1 0.1 -0.3
N 1.641 0.247 0.461 -0.1 0.1 0.3
C 0.643 -0.497 -0.293 -0.1 -0.1 -0.1
C -0.827 -0.202 -0.188 0.1 -0.1 -0.2
C -1.663 -0.449 0.984 -0.1 -0.2 0.1
O -1.214 0.865 0.667 0.0 0.2 0.0
H 0.915 1.469 -1.202 0.1 -0.1 0.0
H 2.263 0.299 -1.627 0.0 0.0 0.2
H 1.195 0.958 1.036 -0.1 -0.1 -0.1
H 0.896 -1.545 -0.445 -0.1 0.2 -0.1
H -1.327 -0.191 -1.158 0.0 0.0 0.1
H -2.730 -0.616 0.831 0.2 0.0 0.1
H -1.242 -0.890 1.885 0.0 0.1 -0.1
```
Positions in Å, forces in eV/Å.

***

(2)
Entry from OMol25: a single C4H7NO molecule (wB97M-V/def2-TZVPD).

Values from the calculation:
**HOMO**: -8.18 eV
**Net charge**: 0
**Electronic energy**: -286.5142 a.u.
**ΔE to the lowest compared entry with this formula, charge and spin**: 308.4 kJ/mol
**F_max**: 0.006 Eh/bohr
**HOMO-LUMO gap**: 9.27 eV
**SMILES string**: CN/C=C1/CO1

```
13
Properties=species:S:1:pos:R:3:forces:R:3
C 1.848 0.793 0.893 0.2 0.1 0.0
N 0.862 -0.279 0.978 -0.2 0.1 0.0
C 0.316 -0.667 -0.267 -0.1 0.0 -0.1
C -0.943 -0.409 -0.572 0.2 -0.2 0.0
C -2.222 -0.469 -1.213 -0.1 -0.1 -0.3
O -1.994 0.196 0.064 0.0 0.1 0.2
H 1.964 1.240 1.884 0.1 -0.1 -0.1
H 2.821 0.392 0.587 -0.1 0.1 0.0
H 1.559 1.583 0.183 0.0 -0.1 0.1
H 0.106 -0.012 1.598 0.1 0.0 0.0
H 0.966 -1.198 -0.957 -0.2 0.1 0.1
H -2.459 0.205 -2.035 0.1 -0.1 0.1
H -2.824 -1.374 -1.144 0.1 0.1 0.0
```
Positions in Å, forces in eV/Å.

***

(3)
Entry from OMol25: a single C4H7NO molecule (wB97M-V/def2-TZVPD).

Values from the calculation:
**HOMO**: -9.55 eV
**Net charge**: 0
**Electronic energy**: -286.5158 a.u.
**ΔE to the lowest compared entry with this formula, charge and spin**: 304.1 kJ/mol
**F_max**: 0.013 Eh/bohr
**HOMO-LUMO gap**: 10.47 eV
**SMILES string**: ON=C1CCC1

```
13
Properties=species:S:1:pos:R:3:forces:R:3
O 2.759 -0.374 -0.256 0.1 -0.4 0.0
N 1.884 0.678 -0.075 -0.7 0.2 0.1
C 0.656 0.370 -0.051 0.4 0.1 0.0
C -0.155 -0.909 -0.199 0.1 -0.2 0.0
C -1.415 -0.065 0.149 -0.2 0.0 0.0
C -0.558 1.232 0.199 0.0 0.2 0.0
H 2.272 -1.205 -0.111 0.1 0.1 -0.1
H -0.146 -1.311 -1.218 0.0 0.1 0.2
H 0.078 -1.723 0.498 0.0 0.1 -0.1
H -2.195 -0.073 -0.616 0.1 0.0 0.1
H -1.862 -0.332 1.109 0.1 0.0 -0.1
H -0.770 1.958 -0.591 0.0 -0.1 0.1
H -0.548 1.754 1.161 0.0 -0.1 -0.2
```
Positions in Å, forces in eV/Å.

***

(4)
Entry from OMol25: a single C4H7NO molecule (wB97M-V/def2-TZVPD).

Values from the calculation:
**HOMO**: -9.86 eV
**Net charge**: 0
**Electronic energy**: -286.6059 a.u.
**ΔE to the lowest compared entry with this formula, charge and spin**: 67.7 kJ/mol
**F_max**: 0.008 Eh/bohr
**HOMO-LUMO gap**: 10.83 eV
**SMILES string**: NC(=O)C1CC1

```
13
Properties=species:S:1:pos:R:3:forces:R:3
N -0.317 -1.467 1.628 -0.1 -0.1 0.0
C 0.010 -1.084 0.354 0.0 0.0 -0.2
O 0.064 -1.878 -0.570 0.0 0.3 0.3
C 0.285 0.380 0.191 0.1 -0.1 0.1
C -0.591 1.120 -0.796 -0.2 0.1 -0.1
C 0.836 0.840 -1.127 0.1 0.0 -0.1
H -0.635 -0.783 2.296 0.1 0.0 -0.1
H -0.670 -2.407 1.733 0.1 0.1 0.0
H 0.587 0.918 1.086 -0.1 -0.1 -0.1
H -1.351 0.536 -1.308 0.1 0.1 0.1
H -0.881 2.135 -0.539 0.1 -0.2 0.0
H 1.541 1.665 -1.115 -0.1 -0.1 0.0
H 1.032 0.054 -1.849 0.0 0.1 0.1
```
Positions in Å, forces in eV/Å.

***

(5)
Entry from OMol25: a single C4H7NO molecule (wB97M-V/def2-TZVPD).

Values from the calculation:
**HOMO**: -9.77 eV
**Net charge**: 0
**Electronic energy**: -286.5814 a.u.
**ΔE to the lowest compared entry with this formula, charge and spin**: 132.0 kJ/mol
**F_max**: 0.006 Eh/bohr
**HOMO-LUMO gap**: 10.75 eV
**SMILES string**: C1=NCCCO1

```
13
Properties=species:S:1:pos:R:3:forces:R:3
C -0.958 1.327 -0.496 0.1 0.1 -0.2
N 0.277 1.498 -0.685 -0.3 -0.1 0.1
C 1.150 0.599 0.057 0.1 -0.1 0.1
C 0.649 -0.848 0.209 0.0 0.0 0.0
C -0.884 -0.932 0.163 0.1 -0.2 0.0
O -1.546 0.340 0.223 0.0 0.1 0.0
H -1.692 2.022 -0.906 0.1 -0.1 0.1
H 1.277 1.037 1.056 0.0 0.0 -0.1
H 2.135 0.603 -0.417 -0.1 0.0 0.1
H 1.030 -1.255 1.151 -0.1 0.0 -0.1
H 1.059 -1.471 -0.593 -0.1 0.1 0.1
H -1.210 -1.417 -0.765 0.0 0.1 0.1
H -1.286 -1.504 1.003 0.0 0.1 -0.1
```
Positions in Å, forces in eV/Å.

***

(6)
Entry from OMol25: a single C4H7NO molecule (wB97M-V/def2-TZVPD).

Values from the calculation:
**HOMO**: -10.21 eV
**Net charge**: 0
**Electronic energy**: -286.5789 a.u.
**ΔE to the lowest compared entry with this formula, charge and spin**: 138.6 kJ/mol
**F_max**: 0.015 Eh/bohr
**HOMO-LUMO gap**: 11.24 eV
**SMILES string**: [H]/N=C1/CCCO1

```
13
Properties=species:S:1:pos:R:3:forces:R:3
H 2.344 1.351 0.435 0.2 -0.2 0.3
N 1.993 0.540 0.960 0.0 -0.5 -0.6
C 1.147 -0.008 0.200 -0.1 0.1 0.3
C 0.085 -1.048 0.536 0.1 0.0 0.0
C -1.134 -0.515 -0.276 0.0 0.0 -0.1
C -0.589 0.870 -0.635 -0.4 0.2 0.1
O 0.759 0.559 -1.002 0.5 0.5 0.4
H 0.375 -2.058 0.233 0.1 0.2 0.1
H -0.076 -1.029 1.616 -0.1 -0.1 -0.1
H -2.067 -0.534 0.298 0.2 0.2 -0.1
H -1.283 -1.064 -1.210 0.0 -0.1 0.2
H -0.566 1.473 0.295 -0.1 0.1 -0.5
H -0.987 1.464 -1.450 -0.5 -0.3 -0.1
```
Positions in Å, forces in eV/Å.

***

(7)
Entry from OMol25: a single C4H7NO molecule at a distorted geometry (wB97M-V/def2-TZVPD).

Values from the calculation:
**HOMO**: -9.43 eV
**Net charge**: 0
**Electronic energy**: -286.4571 a.u.
**ΔE to the lowest compared entry with this formula, charge and spin**: 458.2 kJ/mol
**F_max**: 0.055 Eh/bohr
**HOMO-LUMO gap**: 10.37 eV
**SMILES string**: C[C@@]1(C=O)CN1

```
13
Properties=species:S:1:pos:R:3:forces:R:3
C 1.350 -0.709 -0.211 0.0 0.1 0.1
C -0.062 -0.189 -0.409 0.0 -0.2 0.3
C -1.048 -0.758 0.560 -0.1 -0.2 1.2
O -2.097 -1.331 0.460 0.5 0.4 0.1
C -0.361 1.196 0.131 -0.1 0.1 0.7
N -0.138 0.957 -1.296 0.2 0.0 0.0
H 1.460 -1.726 -0.609 -0.1 0.2 0.1
H 2.054 -0.058 -0.734 -0.1 -0.1 0.1
H 1.608 -0.737 0.854 0.0 -0.1 -0.1
H -0.558 -0.316 1.611 -1.3 -2.2 -1.2
H -1.409 1.398 0.359 0.1 -0.2 0.0
H 0.203 1.192 1.114 0.8 1.9 -1.8
H -1.002 1.081 -1.831 0.2 0.1 0.5
```
Positions in Å, forces in eV/Å.

***

(8)
Entry from OMol25: a single C4H7NO molecule (wB97M-V/def2-TZVPD).

Values from the calculation:
**HOMO**: -9.77 eV
**Net charge**: 0
**Electronic energy**: -286.5722 a.u.
**ΔE to the lowest compared entry with this formula, charge and spin**: 156.1 kJ/mol
**F_max**: 0.010 Eh/bohr
**HOMO-LUMO gap**: 10.86 eV
**SMILES string**: CC(=O)N1CC1

```
13
Properties=species:S:1:pos:R:3:forces:R:3
C 1.995 -0.052 -0.330 0.0 -0.1 0.0
C 0.722 0.393 0.341 0.1 0.1 0.3
O 0.683 0.896 1.442 0.1 -0.1 -0.5
N -0.422 0.230 -0.486 0.2 0.1 0.0
C -1.337 -0.845 -0.073 -0.2 -0.3 0.1
C -1.690 0.577 0.124 -0.2 0.2 0.0
H 2.507 0.841 -0.704 -0.1 -0.1 0.1
H 2.655 -0.549 0.384 -0.1 0.1 -0.1
H 1.771 -0.698 -1.179 0.1 0.0 0.1
H -1.068 -1.413 0.816 0.0 0.1 -0.2
H -1.794 -1.413 -0.882 0.2 0.1 0.2
H -1.639 1.000 1.124 -0.1 -0.2 -0.1
H -2.382 1.033 -0.576 0.0 0.0 0.2
```
Positions in Å, forces in eV/Å.

***

(9)
Entry from OMol25: a molecular structure, C4H7NO at a distorted geometry (wB97M-V/def2-TZVPD).

Values from the calculation:
**HOMO**: -8.81 eV
**Net charge**: 0
**Electronic energy**: -286.4675 a.u.
**ΔE to the lowest compared entry with this formula, charge and spin**: 431.0 kJ/mol
**F_max**: 0.056 Eh/bohr
**HOMO-LUMO gap**: 9.38 eV

```
13
Properties=species:S:1:pos:R:3:forces:R:3
C -1.284 -1.203 -0.392 -0.2 0.1 0.2
C 0.032 -0.592 -0.057 1.3 -1.2 -1.9
O 0.931 -1.287 0.475 -0.9 0.5 -0.2
C 0.528 0.770 -0.572 0.3 -0.3 -0.3
C 0.502 1.492 0.697 -1.6 -1.7 1.8
N 1.742 1.041 0.185 0.3 -2.3 -0.1
H -1.157 -1.699 -1.363 0.0 0.1 0.1
H -2.070 -0.451 -0.494 0.1 0.0 0.0
H -1.572 -1.958 0.341 0.1 0.1 -0.1
H 0.402 1.109 -1.594 -0.2 0.0 0.2
H -0.074 0.617 1.294 0.8 2.4 0.8
H 0.199 2.506 0.971 0.3 -0.3 -0.4
H 1.822 -0.345 0.508 -0.2 2.6 -0.1
```
Positions in Å, forces in eV/Å.

***

Which value of HOMO-LUMO gap does entry 4 give?
10.83 eV

***

The highest HOMO-LUMO gap belongs to which entry?
number 6